Here is one molecule with the formula C5H10OP2 at a distorted geometry from OMol25. Energies are from the ωB97M-V functional and the def2-TZVPD basis.

- E (eV) = -25971.248
- lowest unoccupied orbital energy (hartree) = 0.0264
- Kohn-Sham gap (hartree) = 0.36966
- SMILES = C=C1CCC[P@@]1(=O)P
- energy above the lowest of the compared OMol25 structures with the same formula, charge and spin (eV) = 0.709

Geometry as ORCA input:
```
! wB97M-V def2-TZVPD RIJCOSX def2/J DEFGRID3
* xyz 0 1
C -1.504 -1.734 -0.455
C -0.709 -0.707 -0.273
C -1.132 0.706 -0.241
C -0.019 1.694 0.107
C 1.366 1.052 -0.518
P 1.119 -0.776 -0.310
O 1.677 -1.763 -1.222
P 1.613 -1.158 1.849
H -1.172 -2.772 -0.653
H -2.634 -1.543 -0.488
H -1.435 0.865 -1.286
H -1.935 0.890 0.376
H -0.150 2.770 -0.270
H 0.095 1.795 1.182
H 1.326 1.439 -1.558
H 2.209 1.634 -0.103
H 0.774 -2.254 1.690
H 0.512 -0.138 2.175
*
```

Here is C7H6O2 as an isolated structure at a distorted geometry from OMol25. Energies are from the ωB97M-V functional and the def2-TZVPD basis.

- E (eV) = -11446.063
- lowest unoccupied orbital energy (spin up / spin down) (hartree) = -0.0589 / -0.0589
- Kohn-Sham gap (spin up / spin down) (hartree) = 0.27174 / 0.27174
- energy above the lowest of the compared OMol25 structures with the same formula, charge and spin (eV) = 4.181

Geometry as ORCA input:
```
! wB97M-V def2-TZVPD RIJCOSX def2/J DEFGRID3
* xyz 0 1
C -1.008 0.671 0.602
C -0.561 -1.141 -0.979
C -1.275 -1.223 0.146
C -1.960 1.184 -0.097
C 0.805 -0.661 -1.103
C 0.429 0.922 0.851
C 1.337 -0.174 0.248
O -2.095 -1.774 0.792
O -2.970 1.537 -0.565
H 1.435 -1.490 -1.441
H 0.854 0.111 -1.879
H 0.695 1.893 0.422
H 0.614 0.958 1.929
H 1.347 -1.025 0.932
H 2.353 0.212 0.142
*
```

Here is a 6-piece molecular cluster, C8H30N2O6 overall at a distorted geometry from OMol25. Energies are from the ωB97M-V functional and the def2-TZVPD basis.

- E (eV) = -24037.644
- lowest unoccupied orbital energy (spin up / spin down) (hartree) = -0.1006 / -0.2960
- Kohn-Sham gap (spin up / spin down) (hartree) = 0.36053 / 0.16306
- energy above the lowest of the compared OMol25 structures with the same formula, charge and spin (eV) = 0.000

Geometry as ORCA input:
```
! wB97M-V def2-TZVPD RIJCOSX def2/J DEFGRID3
* xyz 1 2
O -0.466 -3.620 2.829
H -0.992 -3.132 3.464
H 0.325 -3.863 3.310
O -0.034 -2.364 0.377
H -0.953 -2.122 0.260
H -0.022 -2.878 1.185
O -1.203 -6.196 1.811
H -0.634 -6.518 1.111
H -0.767 -5.405 2.129
O -0.445 -3.762 -1.975
H -1.211 -4.171 -1.573
H -0.123 -3.151 -1.311
C -1.606 2.463 1.223
C -1.531 0.982 0.935
C -2.103 0.570 -0.391
O -2.136 -0.877 -0.540
C -2.785 -1.270 -1.771
N -0.210 0.513 1.200
H -1.714 3.104 0.349
H -0.806 2.842 1.860
H -2.409 2.709 1.919
H -2.123 0.455 1.683
H -1.588 1.071 -1.211
H -3.112 0.951 -0.546
H -2.993 -2.339 -1.735
H -2.166 -1.005 -2.629
H -3.733 -0.743 -1.877
H -0.243 -0.387 0.743
H 0.565 0.977 0.748
C 2.290 4.377 -0.194
C 2.106 2.903 -0.052
C 1.903 2.045 -1.282
O 1.642 0.697 -0.883
C 1.736 -0.305 -1.904
N 3.332 2.586 0.707
H 2.496 4.876 0.753
H 1.588 4.903 -0.842
H 3.207 4.598 -0.740
H 1.271 2.804 0.642
H 2.730 2.211 -1.973
H 1.099 2.391 -1.931
H 2.672 -0.359 -2.461
H 0.916 -0.195 -2.613
H 1.522 -1.271 -1.447
H 3.289 1.683 1.156
H 3.420 3.224 1.485
*
```

Here is a 4-piece molecular cluster, C19H40BBrIO6 overall at a distorted geometry from OMol25. Energies are from the ωB97M-V functional and the def2-TZVPD basis.

- E (eV) = -111451.276
- lowest unoccupied orbital energy (hartree) = 0.0838
- Kohn-Sham gap (hartree) = 0.23080

Geometry as ORCA input:
```
! wB97M-V def2-TZVPD RIJCOSX def2/J DEFGRID3
* xyz -1 1
C 6.288 -2.293 1.004
C 5.462 -3.120 0.151
C 3.881 -3.219 0.127
C 3.083 -2.060 0.875
C 1.682 -2.828 1.242
C 0.497 -1.861 1.664
O 0.535 -0.934 2.477
I -1.494 -2.223 0.750
O 3.491 -1.603 2.173
B 3.799 -0.132 2.193
O 4.050 0.107 0.733
C 2.925 -0.612 0.154
Br 2.713 -0.554 -1.831
H 6.703 -2.601 2.025
H 6.486 -1.216 0.654
H 6.030 -3.831 -0.566
H 3.562 -4.226 0.554
H 3.556 -3.225 -0.983
H 1.359 -3.322 0.246
H 1.897 -3.684 1.959
H 2.941 0.548 2.698
H 4.845 0.200 2.677
H 2.053 0.061 0.495
C 5.908 -0.133 -4.379
C 5.659 -1.520 -3.813
O 4.919 -2.366 -4.686
C 5.504 -2.630 -5.952
C 6.861 -3.308 -5.865
H 4.959 0.356 -4.622
H 6.446 0.483 -3.655
H 6.501 -0.166 -5.296
H 5.070 -1.425 -2.899
H 6.599 -2.002 -3.525
H 5.561 -1.708 -6.541
H 4.813 -3.291 -6.482
H 7.596 -2.687 -5.349
H 7.245 -3.520 -6.866
H 6.783 -4.248 -5.313
C -2.114 0.822 2.486
C -2.464 2.297 2.575
O -3.864 2.547 2.672
C -4.527 1.986 3.796
C -3.984 2.476 5.127
H -2.613 0.362 1.628
H -1.036 0.692 2.377
H -2.428 0.273 3.377
H -2.123 2.794 1.664
H -1.936 2.777 3.405
H -4.506 0.892 3.739
H -5.579 2.278 3.714
H -2.936 2.205 5.266
H -4.555 2.042 5.952
H -4.051 3.565 5.190
C -6.248 3.683 0.432
C -6.747 2.678 -0.593
O -7.544 1.642 -0.033
C -8.731 2.051 0.630
C -9.701 2.800 -0.269
H -5.669 3.178 1.212
H -5.613 4.433 -0.047
H -7.070 4.206 0.923
H -5.885 2.191 -1.056
H -7.289 3.178 -1.402
H -8.484 2.639 1.520
H -9.216 1.139 0.989
H -9.270 3.727 -0.652
H -10.609 3.056 0.282
H -9.975 2.186 -1.131
*
```

Here is an isolated ion of composition C5H13NP and charge +1 at a distorted geometry from OMol25. Energies are from the ωB97M-V functional and the def2-TZVPD basis.

- E (eV) = -16165.902
- lowest unoccupied orbital energy (hartree) = -0.1135
- Kohn-Sham gap (hartree) = 0.42389
- SMILES = CP(C)(C)=[N+]1CC1
- energy above the lowest of the compared OMol25 structures with the same formula, charge and spin (eV) = 1.721

Geometry as ORCA input:
```
! wB97M-V def2-TZVPD RIJCOSX def2/J DEFGRID3
* xyz 1 1
C -0.679 0.438 -1.675
P -0.464 -0.028 0.050
C -1.098 1.359 0.984
C -1.524 -1.416 0.403
N 0.981 -0.661 0.605
C 2.382 0.499 0.493
C 2.133 -0.755 -0.247
H -0.087 -0.102 -2.274
H -0.573 1.471 -1.803
H -1.660 0.122 -1.943
H -2.030 1.101 1.367
H -1.115 2.208 0.385
H -0.608 1.544 1.993
H -1.247 -2.416 -0.093
H -2.657 -1.299 0.049
H -1.579 -1.648 1.566
H 2.949 0.362 1.482
H 2.159 1.515 0.007
H 2.085 -0.718 -1.278
H 2.635 -1.576 -0.071
*
```

Here is one molecule with the formula C19H20ClN3O5 at a distorted geometry from OMol25. Energies are from the ωB97M-V functional and the def2-TZVPD basis.

- E (eV) = -47258.290
- lowest unoccupied orbital energy (hartree) = 0.0202
- Kohn-Sham gap (hartree) = 0.34608
- SMILES = Cc1cc(NC(=O)COC(=O)C2CCN(C(=O)c3ccc(Cl)cc3)CC2)no1
- energy above the lowest of the compared OMol25 structures with the same formula, charge and spin (eV) = 0.000

Geometry as ORCA input:
```
! wB97M-V def2-TZVPD RIJCOSX def2/J DEFGRID3
* xyz 0 1
C -2.295 -4.762 0.817
C -1.218 -3.976 0.169
C -1.241 -2.846 -0.595
C 0.131 -2.613 -0.868
N 0.718 -1.585 -1.582
C 0.054 -0.640 -2.282
O -1.142 -0.605 -2.460
C 0.990 0.434 -2.868
O 1.434 1.347 -1.864
C 2.492 0.999 -1.129
O 3.083 -0.042 -1.274
C 2.912 2.070 -0.135
C 1.800 3.061 0.224
C 0.925 2.472 1.347
N 1.000 1.034 1.338
C -0.026 0.160 1.197
O 0.123 -1.029 1.428
C -1.353 0.671 0.741
C -1.516 1.528 -0.342
C -2.782 1.877 -0.776
C -3.892 1.367 -0.123
Cl -5.473 1.812 -0.654
C -3.750 0.495 0.946
C -2.481 0.143 1.363
C 2.299 0.514 1.728
C 3.418 1.378 1.135
N 0.884 -3.539 -0.326
O 0.052 -4.387 0.320
H -3.264 -4.381 0.508
H -2.210 -5.812 0.545
H -2.208 -4.686 1.900
H -2.071 -2.252 -0.907
H 1.730 -1.534 -1.494
H 0.429 1.036 -3.585
H 1.855 -0.036 -3.347
H 3.740 2.605 -0.615
H 1.204 3.283 -0.659
H 2.246 3.995 0.568
H 1.298 2.818 2.320
H -0.111 2.796 1.252
H -0.658 1.901 -0.878
H -2.907 2.530 -1.624
H -4.622 0.091 1.435
H -2.347 -0.554 2.176
H 2.376 0.484 2.822
H 2.358 -0.513 1.362
H 4.275 0.748 0.902
H 3.738 2.143 1.844
*
```